C32H28BrF6IN3O6S3SbSc as an isolated structure at a distorted geometry. Source: the OMol25 dataset; level of theory: ωB97M-V with the def2-TZVPD basis set.

Output
Multiplicity: 2
Energy: -204591.692 eV
LUMO level (spin up / spin down): -1.0 / -3.9 eV

Cartesian coordinates (Å):
Sc (-0.230, 0.025, 0.756)
O (-4.110, 1.180, -0.848)
C (-3.212, 0.442, -0.509)
O (-2.065, 0.709, -0.039)
C (-3.387, -1.092, -0.603)
C (-4.608, -1.753, -0.552)
C (-4.581, -3.141, -0.498)
C (-3.365, -3.808, -0.532)
C (-2.201, -3.048, -0.620)
N (-2.230, -1.724, -0.625)
C (-0.832, -3.646, -0.525)
O (-0.626, -4.802, -0.306)
O (0.115, -2.709, -0.635)
H (-5.533, -1.199, -0.534)
H (-5.507, -3.692, -0.409)
H (-3.304, -4.883, -0.475)
F (1.487, -0.536, 0.253)
Sb (1.521, -2.830, 0.710)
F (2.173, -4.556, 0.222)
F (0.642, -3.846, 2.108)
F (-0.504, -1.584, 1.630)
F (2.534, -2.088, 2.235)
F (3.085, -2.326, -0.336)
Br (0.582, 3.189, -3.635)
C (-0.195, 1.880, -4.741)
C (-0.563, 2.242, -6.027)
C (-1.120, 1.298, -6.870)
C (-1.310, -0.002, -6.430)
C (-0.942, -0.358, -5.144)
C (-0.383, 0.581, -4.280)
I (0.262, -0.040, -2.302)
H (-0.403, 3.257, -6.359)
H (-1.400, 1.580, -7.873)
H (-1.742, -0.739, -7.091)
H (-1.079, -1.373, -4.806)
O (-0.226, 1.998, 0.818)
C (-1.019, 2.856, 1.524)
C (-0.018, 3.902, 2.028)
C (0.391, 5.043, 1.404)
C (1.437, 5.696, 2.090)
C (1.831, 5.021, 3.202)
S (0.938, 3.567, 3.428)
C (-2.002, 3.554, 0.621)
C (-1.878, 3.725, -0.730)
C (-2.949, 4.447, -1.285)
C (-3.851, 4.841, -0.345)
S (-3.426, 4.312, 1.233)
C (-1.756, 2.262, 2.703)
C (-2.102, 2.896, 3.862)
C (-2.812, 2.069, 4.755)
C (-2.989, 0.814, 4.266)
S (-2.330, 0.636, 2.687)
H (-0.046, 5.413, 0.494)
H (1.873, 6.624, 1.766)
H (2.586, 5.300, 3.912)
H (-1.042, 3.341, -1.283)
H (-3.032, 4.685, -2.330)
H (-4.761, 5.387, -0.485)
H (-1.865, 3.924, 4.070)
H (-3.171, 2.408, 5.708)
H (-3.495, -0.015, 4.719)
C (0.890, -0.842, 4.944)
N (2.012, -0.068, 4.473)
C (3.214, -0.148, 5.269)
C (4.188, 0.945, 4.861)
C (4.354, 0.875, 3.351)
N (3.062, 1.070, 2.732)
C (3.083, 1.576, 1.379)
C (1.950, 0.478, 3.236)
O (0.864, 0.498, 2.625)
H (0.389, -0.328, 5.766)
H (1.238, -1.820, 5.274)
H (0.184, -0.972, 4.127)
H (3.686, -1.131, 5.135)
H (2.928, -0.044, 6.320)
H (5.146, 0.807, 5.363)
H (3.788, 1.928, 5.122)
H (4.772, -0.093, 3.046)
H (5.022, 1.668, 3.008)
H (3.674, 2.492, 1.346)
H (2.065, 1.791, 1.038)
H (3.533, 0.843, 0.702)